This record from the Open Molecules 2025 dataset describes a cluster of 4 separate species, C29H24BN3O4 in total at a distorted geometry. The level of theory is wB97M-V/def2-TZVPD.

ORCA input file:
```
! wB97M-V def2-TZVPD RIJCOSX def2/J DEFGRID3
* xyz 0 1
O -1.6440 -0.4450 0.9259
C -1.4835 -0.9695 -0.1605
C -1.6538 -2.4477 -0.3997
C -2.6979 -3.1501 0.1465
C -2.7838 -4.4865 -0.1723
C -1.8833 -5.0984 -1.0013
C -0.8197 -4.3932 -1.5256
C -0.7316 -3.0596 -1.2159
C 0.3664 -2.1706 -1.7625
O 1.5293 -2.5195 -1.7827
C -0.1292 -0.8067 -2.2141
C 0.3069 -0.2209 -3.3966
B 1.3278 -0.8131 -4.4541
O 1.8211 0.0722 -5.4208
O 1.7602 -2.1048 -4.5564
C -0.2433 1.0203 -3.7062
C -1.1471 1.6207 -2.8755
C -1.5748 1.0229 -1.7169
C -1.0580 -0.2049 -1.3875
H -3.4168 -2.6646 0.7959
H -3.6110 -5.0745 0.2140
H -1.9623 -6.1446 -1.2783
H -0.0682 -4.8224 -2.1795
H 1.4427 -0.2430 -6.2519
H 1.0973 -2.7535 -4.3039
H 0.0555 1.5221 -4.6187
H -1.5845 2.5822 -3.1281
H -2.3020 1.4673 -1.0449
C -4.6482 2.7993 3.5618
C -3.6451 2.1010 2.9098
C -3.5435 0.7348 3.1299
N -4.3577 0.0537 3.9392
C -5.3149 0.7444 4.5581
C -5.5041 2.1096 4.4045
H -4.7613 3.8665 3.4156
H -2.9549 2.6027 2.2441
H -2.7769 0.1480 2.6400
H -5.9592 0.1646 5.2106
H -6.3002 2.6174 4.9319
C 6.0304 1.1835 -1.9978
C 5.7720 1.9993 -0.9083
C 4.4837 2.4846 -0.7421
N 3.4779 2.2141 -1.5733
C 3.7478 1.4287 -2.6158
C 4.9980 0.8886 -2.8728
H 7.0229 0.7828 -2.1625
H 6.5505 2.2539 -0.2021
H 4.2346 3.1237 0.0981
H 2.9092 1.2291 -3.2734
H 5.1565 0.2549 -3.7348
C 0.3607 1.0244 3.1135
C 0.9443 1.7896 4.1097
C 2.2775 1.5626 4.4164
N 3.0317 0.6467 3.8101
C 2.4512 -0.0806 2.8555
C 1.1275 0.0680 2.4697
H -0.6765 1.1702 2.8421
H 0.3795 2.5462 4.6377
H 2.7765 2.1402 5.1873
H 3.0883 -0.8192 2.3809
H 0.7100 -0.5481 1.6878
*
```

Values from the calculation:
structure (SMILES)	O=C1c2ccccc2C(=O)c2c(B(O)O)cccc21.c1ccncc1.c1ccncc1.c1ccncc1
gap between HOMO and LUMO	8.68	eV
HOMO	-0.3434	Ha

=====

This record from the Open Molecules 2025 dataset describes a cluster of 5 separate species, C29H24Cl2O10 in total at a distorted geometry. The level of theory is wB97M-V/def2-TZVPD.

ORCA input file:
```
! wB97M-V def2-TZVPD RIJCOSX def2/J DEFGRID3
* xyz 0 1
C 7.0658 1.1196 -2.1405
C 5.8276 2.1052 -1.8893
Cl 5.7170 2.3751 -0.0499
C 4.4439 1.3511 -2.3067
Cl 4.6626 0.6426 -4.0103
C 3.3113 2.4783 -2.3163
O 1.9991 2.0205 -2.7322
C 1.6689 0.7594 -2.1663
O 1.3188 0.5809 -0.9740
H 7.7737 1.1849 -1.2314
H 6.6678 0.0434 -2.1441
H 7.6846 1.3594 -3.0702
H 5.9051 3.1188 -2.3994
H 4.2996 0.5396 -1.5116
H 3.6384 3.2587 -3.1025
H 3.3035 3.0411 -1.3076
H 1.7784 -0.1602 -2.8559
O 0.1693 -1.0815 2.7700
C -0.3535 0.0144 2.8567
C -0.4415 0.9180 1.6903
C -1.0125 2.1184 1.7877
C -1.5830 2.5972 3.0637
O -2.1061 3.6934 3.1507
C -1.4954 1.6939 4.2311
C -0.9243 0.4928 4.1343
H -0.0199 0.5531 0.7621
H -1.0848 2.7930 0.9440
H -1.9177 2.0596 5.1590
H -0.8522 -0.1819 4.9784
O 5.5820 -6.7566 -3.0033
C 5.0672 -5.6587 -2.9131
C 4.9872 -4.7503 -4.0771
C 4.4245 -3.5456 -3.9767
C 3.8555 -3.0680 -2.6987
O 3.3403 -1.9688 -2.6087
C 3.9352 -3.9756 -1.5348
C 4.4980 -5.1805 -1.6350
H 5.4080 -5.1160 -5.0056
H 4.3579 -2.8672 -4.8182
H 3.5143 -3.6096 -0.6064
H 4.5644 -5.8585 -0.7934
O -7.1154 -2.2986 2.5202
C -6.4149 -1.7424 3.3455
C -6.5982 -1.9801 4.7935
C -5.8315 -1.3685 5.6971
C -4.7652 -0.4284 5.2895
O -4.0642 0.1281 6.1148
C -4.5826 -0.1913 3.8421
C -5.3487 -0.8026 2.9391
H -7.3828 -2.6717 5.0746
H -5.9520 -1.5299 6.7611
H -3.7989 0.4996 3.5601
H -5.2271 -0.6404 1.8758
O -3.5376 0.9600 0.8584
C -3.8988 1.4330 -0.2046
C -2.9198 1.8980 -1.2105
C -3.3163 2.4176 -2.3727
C -4.7509 2.5493 -2.7059
O -5.1116 3.0214 -3.7668
C -5.7297 2.0842 -1.7001
C -5.3332 1.5647 -0.5379
H -1.8735 1.7937 -0.9516
H -2.6135 2.7636 -3.1203
H -6.7760 2.1884 -1.9594
H -6.0363 1.2186 0.2096
*
```

Values from the calculation:
structure (SMILES)	C[C@H](Cl)[C@H](Cl)COC=O.O=C1C=CC(=O)C=C1.O=C1C=CC(=O)C=C1.O=C1C=CC(=O)C=C1.O=C1C=CC(=O)C=C1
gap between HOMO and LUMO	8.11	eV
HOMO	-0.3648	Ha

=====

This record from the Open Molecules 2025 dataset describes a structure of composition C29H24CsN6O3S at a distorted geometry. The level of theory is wB97M-V/def2-TZVPD.

ORCA input file:
```
! wB97M-V def2-TZVPD RIJCOSX def2/J DEFGRID3
* xyz 1 1
Cs 0.1615 -0.6937 -2.2495
O 3.4059 4.8352 3.0854
N 2.6260 4.8319 2.1235
O 1.6833 5.6515 2.0008
C 2.7949 3.8921 1.1134
C 3.9685 3.2410 1.1003
C 4.1612 2.1472 0.2504
C 5.3816 1.4535 0.1494
C 5.5174 0.2918 -0.5314
C 4.3476 -0.1127 -1.3370
N 3.2245 0.6083 -1.4144
C 3.1221 1.7478 -0.6399
C 1.9042 2.5531 -0.6847
N 0.8514 2.1530 -1.4533
C -0.1408 3.0116 -1.6854
C -0.2391 4.2348 -1.0224
C 0.6797 4.5622 -0.0835
C 1.7825 3.7120 0.1846
H 4.8353 3.5559 1.7231
H 6.3200 1.8777 0.5613
H 6.3771 -0.3844 -0.4593
H 4.3700 -1.1028 -1.7899
H -1.0282 2.7614 -2.3131
H -1.0738 4.8976 -1.3674
H 0.6380 5.5171 0.3998
N -0.6559 -4.7469 -2.1722
C -1.9749 -4.3967 -2.0111
C -2.9028 -5.4553 -1.7399
C -4.2353 -5.0527 -1.7536
C -4.5900 -3.7125 -1.9240
C -3.5932 -2.8049 -2.0870
N -2.3109 -3.1313 -2.2801
C 0.4336 -4.3294 -1.4332
C 1.6351 -5.1038 -1.5268
C 2.5772 -4.8655 -0.5331
C 2.2661 -4.0098 0.5282
C 1.1049 -3.2715 0.4833
N 0.2503 -3.4421 -0.5080
H -0.5380 -5.5783 -2.6842
H -2.6314 -6.4610 -1.6366
H -4.9782 -5.7896 -1.4343
H -5.6163 -3.4430 -1.7419
H -3.7218 -1.7103 -2.2321
H 1.8210 -5.7790 -2.3238
H 3.5630 -5.3205 -0.6396
H 2.9464 -3.9074 1.4012
H 0.9518 -2.4576 1.1804
C -3.0189 -0.9253 1.9974
S -2.3462 0.0030 0.6278
O -0.8782 -0.2792 0.4999
C -2.5513 1.6318 1.3471
C -3.8265 2.1336 1.5756
C -3.9816 3.4173 2.1968
C -2.8728 4.2051 2.3042
C -1.5170 3.7349 2.1617
C -1.4247 2.4286 1.5536
H -2.6964 -0.4789 2.9643
H -2.5514 -1.9212 1.9939
H -4.0821 -1.0837 1.8888
H -4.6758 1.5156 1.2884
H -4.9712 3.6559 2.5757
H -2.9704 5.2763 2.5078
H -0.6345 4.2688 2.5235
H -0.4727 1.9428 1.4013
*
```

Values from the calculation:
gap between HOMO and LUMO	7.06	eV
HOMO	-0.3930	Ha

=====

This record from the Open Molecules 2025 dataset describes a cluster of 8 separate species, C29H25B4N2O34 in total at a distorted geometry. The level of theory is wB97M-V/def2-TZVPD.

ORCA input file:
```
! wB97M-V def2-TZVPD RIJCOSX def2/J DEFGRID3
* xyz -3 1
N 19.0712 31.4674 -1.4036
H 19.8122 31.8001 -2.0281
H 19.5536 31.3904 -0.4723
H 18.7079 30.5853 -1.8148
H 18.2835 32.1549 -1.3614
O 24.0123 33.5098 -0.6772
C 24.1097 32.5323 -1.3289
O 25.2129 31.9898 -1.7570
B 24.8729 30.8090 -2.5651
O 23.4145 30.6074 -2.3532
C 22.9118 31.6844 -1.7984
O 21.7953 31.9618 -1.5105
O 25.0929 30.9866 -4.0249
C 25.8541 30.0082 -4.4926
O 26.1626 29.7964 -5.5968
C 26.3120 29.1736 -3.2754
O 25.7361 29.6809 -2.2023
O 27.1107 28.2805 -3.3284
O 22.4175 27.7757 -7.7866
C 21.7485 27.6801 -6.8159
O 22.1265 27.7444 -5.5367
B 20.9639 27.5993 -4.6480
O 19.8073 27.4295 -5.5729
C 20.2081 27.5558 -6.8224
O 19.5465 27.4202 -7.7956
O 20.6557 28.7360 -3.7249
C 20.3800 28.2321 -2.5205
O 19.9719 28.7411 -1.5201
C 20.7563 26.7327 -2.5427
O 21.1420 26.4339 -3.7550
O 20.6449 25.9938 -1.6104
O 20.0227 33.9575 -4.9624
C 20.2292 33.2571 -5.9253
O 21.4041 32.8750 -6.3593
B 21.3057 32.2011 -7.6654
O 19.8373 32.1872 -7.9305
C 19.1933 32.7961 -6.9737
O 18.0295 33.0520 -6.9602
O 21.9943 33.0159 -8.6909
C 22.8080 32.2464 -9.3897
O 23.4719 32.5843 -10.3265
C 22.8631 30.8806 -8.6649
O 21.9177 30.8805 -7.7275
O 23.5339 29.9732 -8.9775
O 16.5863 31.2600 0.7886
C 16.6022 30.8551 1.8856
O 16.0613 31.4470 2.9351
B 16.5458 30.7673 4.1467
O 17.1977 29.5213 3.6840
C 17.3157 29.5575 2.3551
O 17.9342 28.7840 1.6725
O 17.4472 31.6351 4.9099
C 16.9198 31.9370 6.0927
O 17.4207 32.6566 6.8992
C 15.6059 31.1347 6.1982
O 15.4272 30.4642 5.0814
O 14.9194 31.0699 7.1773
C 21.4344 30.2611 2.7641
C 20.9738 31.6513 3.2420
C 20.6751 32.3884 1.9594
O 20.2251 31.4041 1.0258
C 20.9602 30.1948 1.2916
H 20.9915 29.5151 3.4271
H 22.5092 30.1355 2.8963
H 21.8288 32.1601 3.6971
H 20.1534 31.5635 3.9485
H 21.4682 32.9644 1.4763
H 19.8402 33.0666 2.1682
H 21.8500 30.1843 0.6560
H 20.3708 29.3116 1.0661
C 16.2136 29.8047 -4.8587
C 15.3866 29.4309 -3.6352
C 16.2688 29.8194 -2.4382
O 17.5871 29.7418 -2.9626
C 17.6360 29.5133 -4.3732
H 16.1177 30.8657 -5.0998
H 15.9581 29.2151 -5.7384
H 15.3201 28.3364 -3.6488
H 14.3824 29.8555 -3.6482
H 16.1103 29.1297 -1.6096
H 16.0185 30.8391 -2.1256
H 17.8282 28.4531 -4.5172
H 18.3487 30.1548 -4.8767
N 16.9227 33.4485 -1.5234
C 16.6691 33.8523 -2.7620
C 15.9446 34.9864 -3.1057
C 15.3520 35.6943 -2.0814
C 15.6129 35.3379 -0.7708
C 16.3721 34.2014 -0.5619
H 17.0406 33.2376 -3.5680
H 15.8462 35.2438 -4.1496
H 14.7960 36.5948 -2.3214
H 15.3697 35.9692 0.0716
H 16.7038 33.9250 0.4330
*
```

Values from the calculation:
gap between HOMO and LUMO	8.35	eV
HOMO	-0.1267	Ha

=====

This record from the Open Molecules 2025 dataset describes a structure of composition C29H25BrF5MnN5O2S. The level of theory is wB97M-V/def2-TZVPD.

ORCA input file:
```
! wB97M-V def2-TZVPD RIJCOSX def2/J DEFGRID3
* xyz 0 6
Mn -0.2538 -0.3151 -0.1148
F -2.7546 2.7830 5.6690
C -2.4703 1.8290 4.7776
C -1.9343 2.1552 3.5485
F -1.6901 3.4340 3.2379
C -1.6538 1.1448 2.6540
F -1.1236 1.5234 1.4555
C -1.8630 -0.2050 2.8923
S -1.4838 -1.4668 1.7338
C -2.4038 -0.4845 4.1448
F -2.6477 -1.7511 4.4959
C -2.7047 0.4991 5.0699
F -3.2212 0.1726 6.2577
N 1.5180 -0.3599 -1.7397
C 2.1696 0.8852 -2.1740
C 1.1736 1.8693 -2.7667
C 0.2503 2.5568 -1.7741
N -0.7700 1.6370 -1.2433
H 2.2104 -1.0132 -1.3877
H 1.0714 -0.8199 -2.5275
H 2.9617 0.6914 -2.9019
H 2.6475 1.3342 -1.2981
H 0.5696 1.3671 -3.5324
H 1.7375 2.6443 -3.2909
H -0.2140 3.4198 -2.2576
H 0.8374 2.9446 -0.9360
H -1.3301 1.2545 -2.0094
H -1.4193 2.1559 -0.6612
O -2.5050 -0.0902 -3.4628
C -2.0268 -1.1128 -3.0014
N -2.0966 -2.3664 -3.5679
C -1.4710 -3.3827 -2.7365
C -0.8613 -2.4470 -1.6732
O -0.0570 -2.7619 -0.7852
N -1.3178 -1.2007 -1.8184
C -0.4604 -4.1795 -3.5504
C 0.9116 -4.1054 -3.3532
C 1.7773 -4.8154 -4.1817
C 1.2813 -5.6037 -5.2067
C -0.0940 -5.6943 -5.3968
C -0.9530 -4.9926 -4.5694
C -2.4650 -4.2851 -1.9984
C -1.9861 -5.4051 -1.3237
C -2.8501 -6.2029 -0.5919
C -4.2036 -5.8918 -0.5294
C -4.6820 -4.7770 -1.1988
C -3.8139 -3.9715 -1.9279
H -2.7048 -2.5580 -4.3447
H 1.3051 -3.5139 -2.5369
H 2.8460 -4.7529 -4.0162
H 1.9568 -6.1518 -5.8509
H -0.4951 -6.3174 -6.1858
H -2.0254 -5.0887 -4.7064
H -0.9307 -5.6469 -1.3665
H -2.4664 -7.0686 -0.0672
H -4.8787 -6.5132 0.0448
H -5.7332 -4.5234 -1.1513
H -4.1930 -3.0887 -2.4275
Br 2.7038 2.3666 4.3227
C 2.4773 0.8424 3.2490
C 2.9880 -0.3856 3.6276
C 2.7752 -1.4720 2.7976
C 2.0480 -1.2893 1.6340
N 1.5600 -0.1010 1.2758
C 1.7641 0.9491 2.0688
H 3.5284 -0.4885 4.5592
H 3.1392 -2.4555 3.0590
H 1.8071 -2.1217 0.9814
H 1.3337 1.8958 1.7676
*
```

Values from the calculation:
gap between HOMO and LUMO (alpha / beta)	7.37 / 7.40	eV
HOMO (alpha / beta)	-0.2720 / -0.2749	Ha

=====

This record from the Open Molecules 2025 dataset describes a structure of composition C29H25CaF9NPS4Se2Si. The level of theory is wB97M-V/def2-TZVPD.

ORCA input file:
```
! wB97M-V def2-TZVPD RIJCOSX def2/J DEFGRID3
* xyz -2 1
Ca 2.1068 -1.6405 0.4206
S 3.1401 -3.7327 1.8924
S 2.2497 -5.3518 1.0014
S 0.2842 -4.8278 0.6518
S 0.3183 -3.3832 -0.8169
C 3.9841 1.0533 5.2090
Si 3.8382 0.7012 3.3621
C 4.2520 2.2681 2.3952
C 5.1184 -0.6034 2.9057
Se 1.7547 0.0416 2.9218
H 4.9540 1.4850 5.4861
H 3.8495 0.1207 5.7639
H 3.1928 1.7418 5.5177
H 5.1880 2.7354 2.7281
H 3.4433 2.9959 2.4987
H 4.3513 2.0263 1.3329
H 6.0946 -0.3858 3.3571
H 5.2550 -0.6485 1.8212
H 4.7939 -1.5894 3.2470
F -3.1961 5.8912 -2.0389
C -2.3674 5.7958 -0.9771
F -1.3543 6.6501 -1.1981
F -3.0620 6.2851 0.0755
C -1.9111 4.3910 -0.7424
C -0.5672 4.0806 -0.6545
C -0.1814 2.7655 -0.4138
C -1.1328 1.7684 -0.2528
C -2.4868 2.0946 -0.3624
C -2.8784 3.3975 -0.6006
P -0.5565 0.0496 0.0991
C -1.4608 -0.3417 1.6435
C -1.5969 -1.6826 2.0003
C -2.1219 -2.0329 3.2333
C -2.5030 -1.0413 4.1249
C -2.3476 0.2977 3.7941
C -1.8237 0.6436 2.5604
C -3.0451 -1.4073 5.4700
F -2.1057 -1.3964 6.4353
F -3.5975 -2.6354 5.4884
F -4.0085 -0.5483 5.8797
C -1.5732 -0.7603 -1.2056
C -1.0226 -0.7132 -2.4878
C -1.6980 -1.2631 -3.5639
C -2.9356 -1.8590 -3.3618
C -3.5000 -1.8964 -2.0953
C -2.8229 -1.3394 -1.0215
C -3.6906 -2.4199 -4.5230
F -2.8889 -2.8851 -5.4938
F -4.5132 -3.4287 -4.1721
F -4.4849 -1.4860 -5.1083
H 0.1747 4.8585 -0.7715
H 0.8704 2.5106 -0.3518
H -3.2351 1.3186 -0.2545
H -3.9287 3.6523 -0.6775
H -1.2721 -2.4638 1.3189
H -2.2113 -3.0752 3.5070
H -2.6215 1.0670 4.5051
H -1.6761 1.6886 2.3205
H -0.0363 -0.2750 -2.6273
H -1.2543 -1.2495 -4.5520
H -4.4597 -2.3741 -1.9455
H -3.2560 -1.3945 -0.0307
Se 2.7722 0.3298 -2.1274
C 2.6515 -0.5901 -3.7787
C 3.0927 0.0047 -4.9663
C 2.9567 -0.6745 -6.1645
N 2.4247 -1.8944 -6.2857
C 2.0142 -2.4640 -5.1473
C 2.1018 -1.8729 -3.8970
H 3.5375 0.9919 -4.9400
H 3.2922 -0.2167 -7.0920
H 1.5850 -3.4570 -5.2470
H 1.7429 -2.4001 -3.0211
*
```

Values from the calculation:
gap between HOMO and LUMO	5.91	eV
HOMO	-0.0729	Ha

=====

This record from the Open Molecules 2025 dataset describes a structure of composition C29H25Cl3N7SScSi at a distorted geometry. The level of theory is wB97M-V/def2-TZVPD.

ORCA input file:
```
! wB97M-V def2-TZVPD RIJCOSX def2/J DEFGRID3
* xyz 0 1
Sc 0.3378 -0.0368 -0.5465
N -1.8061 -0.3730 -1.3798
C -2.2695 -1.7373 -1.3133
C -3.5396 -2.1080 -1.7232
C -3.9039 -3.4487 -1.6666
C -3.0042 -4.3915 -1.2070
C -1.7209 -4.0278 -0.7659
C -0.7876 -4.9483 -0.2307
C 0.4172 -4.4550 0.2574
C 0.7072 -3.1158 0.1908
N -0.1330 -2.1869 -0.3596
C -1.3476 -2.6582 -0.8235
H -2.5980 0.2664 -1.4096
H -1.3360 -0.2798 -2.2889
H -4.2286 -1.3621 -2.0976
H -4.8893 -3.7494 -1.9931
H -3.2826 -5.4353 -1.1667
H -1.0336 -5.9982 -0.1849
H 1.1460 -5.1174 0.7021
H 1.6323 -2.7405 0.5995
S 1.4590 1.1169 3.7795
C 0.2732 -0.1526 3.9650
C -0.3640 -0.5450 5.1296
C -1.3400 -1.5248 5.0567
C -1.6774 -2.0782 3.8231
C -1.0367 -1.6951 2.6593
C -0.0210 -0.7364 2.7200
N 0.6767 -0.2088 1.6571
C 1.5007 0.8029 2.0577
C 2.0999 1.6817 1.0923
C 1.9783 3.0866 1.2050
C 2.3929 3.9186 0.1947
C 2.9505 3.3958 -0.9750
C 3.1521 2.0317 -1.0691
C 2.7729 1.1573 -0.0513
H -0.1043 -0.0940 6.0773
H -1.8434 -1.8510 5.9550
H -2.4606 -2.8214 3.7676
H -1.3111 -2.1308 1.7128
H 1.5128 3.4957 2.0942
H 2.2737 4.9898 0.3036
H 3.2649 4.0489 -1.7752
H 3.6510 1.6234 -1.9387
N -1.4269 3.9277 0.3059
C -1.7409 3.4481 1.5627
C -1.3293 2.1490 1.5919
N -0.7674 1.8205 0.3834
C -0.8401 2.9057 -0.3664
C -0.2968 2.8701 -1.7027
N 0.3207 1.7809 -2.1372
C 0.7032 2.0603 -3.4289
C 0.3237 3.3247 -3.7600
N -0.3170 3.8364 -2.6515
H -1.5757 4.8670 -0.0178
H -2.2162 4.0614 2.3018
H -1.3939 1.4401 2.3957
H 1.2348 1.3478 -4.0262
H 0.4428 3.8926 -4.6617
H -0.7242 4.7525 -2.5801
Cl 2.4670 -3.1924 -2.6312
Si 1.8515 -1.1974 -2.6210
Cl 0.0913 -1.3132 -3.9232
Cl 3.2154 -0.3568 -4.0249
C 3.3307 -0.2382 -0.0277
H 4.0879 -0.2974 0.7575
H 3.7987 -0.4885 -0.9786
H 2.6002 -1.0082 0.2058
*
```

Values from the calculation:
gap between HOMO and LUMO (alpha / beta)	4.13 / 4.41	eV
HOMO (alpha / beta)	-0.1731 / -0.1830	Ha

=====

no.,calculated total energy (Eh)
1,-1609.655900
2,-2792.068302
3,-2091.771563
4,-3888.279233
5,-6167.021238
6,-9778.118396
7,-4332.658647